(1)
Density functional theory data (ωB97M-V/def2-TZVPD) for a structure of composition C7H7ClO2PS.

The geometry in XYZ format:
```
19
Properties=species:S:1:pos:R:3:forces:R:3:lowdin_spin:R:1
C -0.012 1.588 0.146 0.16 -1.33 0.39 0.05
C 1.333 1.510 0.561 0.45 1.93 1.53 0.09
C -0.650 0.514 -0.387 0.47 2.00 0.78 0.06
C 2.151 0.510 0.216 -0.30 -1.87 -1.07 0.10
C 0.049 -0.679 -0.573 2.22 -1.12 -2.55 0.19
C 1.615 -0.561 -0.635 -2.97 2.79 1.67 0.28
C -0.590 -1.694 -1.547 1.98 -2.63 -0.41 0.00
O 2.254 -1.115 -1.496 1.07 -1.83 -1.11 0.78
O -1.106 -2.706 -0.590 0.10 1.70 -0.55 0.01
P -0.661 -1.951 0.777 -0.83 -2.09 0.27 0.22
S -2.398 -1.481 1.849 0.31 2.16 -0.97 0.10
Cl 0.273 -3.525 1.471 0.72 -0.68 1.31 0.08
H -0.567 2.382 0.507 -1.04 1.66 0.23 0.00
H 1.725 2.344 1.240 -0.48 -1.29 -1.19 0.01
H -1.720 0.525 -0.396 -0.55 -0.11 -0.55 0.01
H 3.178 0.375 0.412 1.02 0.39 0.34 0.00
H -1.381 -1.281 -2.069 -1.68 0.97 -0.84 0.00
H 0.050 -2.257 -2.350 -0.69 1.24 1.86 0.00
H -2.512 -2.594 2.466 0.04 -1.92 0.86 0.01
```
Forces are in eV/Å.

Results
max |F| = 4.4 eV Å⁻¹
energy relative to the best compared isomer or geometry (same formula, charge and spin) = 51.8 kcal/mol
LUMO energy (spin up / spin down) = -4.68 / -7.93 eV
net charge = +1
electronic energy = -44102.78302 eV
HOMO (spin up / spin down) = -0.4193 / -0.4956 hartree
multiplicity = 3

***

(2)
Density functional theory data (ωB97M-V/def2-TZVPD) for a structure of composition C36H88F6N7O15PdS2.

The geometry in XYZ format:
```
155
Properties=species:S:1:pos:R:3:forces:R:3:lowdin_spin:R:1
Pd -0.067 -1.766 2.106 1.37 -0.07 0.80 1.49
C -0.125 -0.546 -1.944 -1.50 0.86 -0.16 0.00
F -0.228 -1.698 -2.588 0.50 -0.11 0.40 0.00
F 1.077 -0.367 -1.421 0.01 -0.31 -0.36 0.00
F -0.439 0.419 -2.801 0.54 -0.08 0.26 0.00
S -1.483 -0.504 -0.578 0.10 -0.78 0.34 0.00
O -2.447 0.518 -0.882 0.98 -0.41 0.42 0.01
O -1.951 -1.872 -0.549 0.53 0.69 0.51 0.00
N -0.596 -0.178 0.865 -1.26 0.39 -3.22 0.10
S -0.066 1.351 0.887 0.45 1.66 1.87 0.01
O 1.078 1.393 1.769 -0.49 -0.14 -0.39 0.00
O 0.015 2.068 -0.350 -0.45 -0.89 0.18 0.02
C -1.457 2.180 1.956 0.95 -0.78 -1.14 0.00
F -1.796 3.369 1.523 0.07 0.21 -0.08 0.00
F -2.522 1.381 1.933 -0.26 0.14 0.34 0.00
F -0.976 2.267 3.191 -0.22 0.08 0.28 0.00
C -6.383 -2.929 -2.272 1.33 1.24 -0.17 0.00
C -5.205 -3.309 -1.353 -1.65 -0.05 -0.45 0.00
O -5.157 -4.737 -1.308 0.97 0.26 0.59 0.00
H -6.013 -3.041 -3.291 -0.41 -0.21 -0.13 0.00
H -6.549 -1.855 -2.135 -0.31 -0.05 -0.13 0.00
H -7.315 -3.468 -2.138 0.13 -0.19 0.28 0.00
H -5.338 -2.798 -0.392 -0.05 -0.55 0.36 0.00
H -4.277 -2.889 -1.736 0.13 -0.45 -0.25 0.00
H -5.788 -5.049 -0.653 -0.11 0.04 -0.07 0.00
C 4.432 1.237 -1.091 0.61 0.25 -0.30 0.00
O 4.781 0.630 0.135 -0.35 -0.48 -0.08 0.00
C 5.401 1.487 1.078 -0.34 0.24 -0.18 0.00
C 6.239 0.645 2.037 0.73 0.04 -0.70 0.00
N 7.084 -0.190 1.174 0.22 0.17 0.63 0.00
C 7.843 -1.198 1.905 -0.29 -0.46 -0.49 0.00
C 6.963 -2.369 2.406 0.60 -0.57 0.08 0.00
O 5.956 -2.732 1.480 -0.74 0.13 -0.12 0.00
C 6.457 -3.463 0.368 0.76 0.03 0.56 0.00
H 5.256 1.150 -1.808 0.16 0.13 0.10 0.00
H 4.220 2.299 -0.953 -0.26 -0.01 -0.06 0.00
H 3.593 0.731 -1.568 -0.24 -0.03 0.41 0.00
H 4.618 2.112 1.518 0.03 -0.13 0.52 0.00
H 6.060 2.187 0.554 0.27 -0.18 0.01 0.00
H 5.730 0.021 2.780 -0.62 0.36 -0.10 0.00
H 6.901 1.331 2.573 -0.11 0.00 0.17 0.00
H 6.448 -0.653 0.535 0.17 -0.06 -0.10 0.00
H 8.390 -0.785 2.753 -0.10 0.23 -0.01 0.00
H 8.603 -1.570 1.216 0.04 -0.15 0.05 0.00
H 6.518 -2.161 3.381 -0.47 0.27 -0.25 0.00
H 7.544 -3.281 2.594 0.42 0.22 0.00 0.00
H 5.658 -3.698 -0.328 -0.15 0.16 0.06 0.00
H 6.920 -4.390 0.720 -0.13 -0.16 -0.02 0.00
H 7.256 -2.909 -0.128 -0.16 0.10 -0.27 0.00
C 0.784 -4.101 0.231 -0.99 0.98 -0.45 0.01
O 1.169 -2.783 0.704 0.58 -1.35 -0.42 0.07
C 2.598 -2.710 0.837 0.77 0.13 0.18 0.01
C 2.958 -1.327 1.336 -1.67 -0.17 -0.16 0.00
N 2.151 -1.041 2.566 0.84 -0.82 0.96 0.09
C 2.890 -1.563 3.781 0.17 0.72 0.01 0.01
C 3.190 -0.396 4.765 -1.13 0.24 -0.56 0.00
O 3.543 0.738 3.997 1.26 -0.28 -0.08 0.00
C 3.928 1.863 4.797 -0.68 -0.39 -0.23 0.00
H -0.252 -4.257 0.530 0.11 -0.12 0.25 0.00
H 1.435 -4.874 0.627 0.09 -0.01 -0.14 0.00
H 0.730 -4.019 -0.855 0.49 -0.49 -0.05 0.00
H 3.089 -2.949 -0.110 -0.27 0.39 -0.28 0.00
H 2.982 -3.499 1.494 -0.37 0.06 0.40 0.00
H 2.584 -0.600 0.618 0.45 0.07 -0.19 0.00
H 4.032 -1.252 1.476 -0.04 0.19 0.07 0.00
H 2.194 -0.035 2.711 -0.33 0.15 -0.46 0.00
H 3.854 -1.958 3.452 0.00 -0.04 -0.07 0.00
H 2.381 -2.388 4.279 -0.21 0.14 0.07 0.00
H 3.950 -0.702 5.487 0.11 0.08 -0.04 0.00
H 2.293 -0.047 5.290 -0.07 -0.72 0.45 0.00
H 4.457 1.558 5.701 0.04 -0.07 0.01 0.00
H 3.003 2.380 5.059 0.17 0.30 0.24 0.00
H 4.571 2.506 4.206 -0.04 0.02 -0.13 0.00
C -7.623 2.306 1.075 0.48 0.10 -0.15 0.00
O -6.735 3.101 0.311 -0.02 0.15 0.49 0.00
C -5.910 2.377 -0.572 0.27 0.26 0.00 0.00
C -4.684 3.220 -0.935 -0.23 -0.57 -0.52 0.00
N -4.072 2.626 -2.149 -0.73 0.96 1.50 0.00
C -2.894 3.371 -2.597 -0.27 -1.25 -1.65 0.00
C -3.202 4.780 -3.046 -0.78 0.38 0.53 0.00
O -2.204 5.289 -3.906 0.31 -0.18 0.66 0.00
C -1.723 6.570 -3.542 0.45 -0.23 -0.88 0.00
H -8.360 2.976 1.508 -0.26 -0.08 -0.24 0.00
H -7.125 1.817 1.920 0.28 -0.07 -0.03 0.00
H -8.052 1.521 0.451 -0.41 0.08 0.03 0.00
H -6.449 2.168 -1.503 -0.03 -0.12 0.00 0.00
H -5.610 1.423 -0.118 0.07 -0.06 -0.01 0.00
H -3.931 3.227 -0.142 -0.17 0.19 0.42 0.00
H -5.030 4.238 -1.110 0.07 0.02 -0.09 0.00
H -3.781 1.724 -1.788 0.26 -0.02 -0.72 0.00
H -2.723 2.835 -3.540 0.97 0.15 0.13 0.00
H -2.017 3.317 -1.944 -0.03 0.05 0.11 0.00
H -3.352 5.407 -2.159 0.24 0.28 -0.12 0.00
H -4.160 4.788 -3.577 -0.04 -0.15 -0.02 0.00
H -2.510 7.314 -3.673 0.04 0.19 0.30 0.00
H -0.919 6.777 -4.250 -0.15 0.17 -0.11 0.00
H -1.238 6.615 -2.564 -0.45 -0.14 0.29 0.00
C 1.584 -0.225 -5.387 -1.12 0.05 -1.34 0.00
O 2.155 -0.175 -6.686 0.30 -0.89 0.33 0.00
C 3.202 -1.146 -6.828 1.05 1.90 0.87 0.00
C 4.090 -0.687 -7.987 0.17 -0.10 -0.61 0.00
N 3.857 -1.320 -9.288 0.57 0.11 0.11 0.00
C 4.338 -2.697 -9.334 -0.79 -1.04 0.40 0.00
C 3.748 -3.467 -10.520 0.39 0.55 0.37 0.00
O 2.415 -3.871 -10.313 -0.62 0.24 0.45 0.00
C 1.403 -3.079 -10.905 0.82 -0.12 -1.51 0.00
H 2.308 -0.206 -4.569 0.14 0.17 -0.08 0.00
H 0.944 -1.114 -5.316 0.17 -0.15 0.31 0.00
H 0.902 0.626 -5.405 0.17 0.09 0.61 0.00
H 2.882 -2.189 -6.787 -0.28 0.03 -0.46 0.00
H 3.841 -0.972 -5.948 -0.05 -0.44 0.18 0.00
H 5.144 -0.745 -7.704 0.01 -0.62 -0.15 0.00
H 3.987 0.392 -8.119 -0.52 0.01 0.17 0.00
H 2.852 -1.322 -9.413 0.00 -0.08 -0.19 0.00
H 4.037 -3.190 -8.399 0.16 -0.42 -0.08 0.00
H 5.419 -2.836 -9.421 0.12 0.78 0.08 0.00
H 4.281 -4.397 -10.717 0.33 0.16 0.09 0.00
H 3.928 -2.760 -11.341 -0.58 -0.39 -0.47 0.00
H 1.403 -3.294 -11.984 -0.20 -0.04 0.00 0.00
H 1.635 -2.012 -10.872 -0.35 0.07 0.49 0.00
H 0.419 -3.351 -10.537 0.13 0.13 0.44 0.00
C -4.921 2.016 4.431 -0.02 1.15 0.20 0.00
C -4.121 2.817 5.474 0.80 -0.90 0.01 0.00
C -4.880 3.118 6.768 0.86 -0.12 0.03 0.00
O -4.148 4.164 7.382 0.27 0.61 -0.26 0.00
C -4.702 4.711 8.552 -0.10 -0.58 0.74 0.00
N -2.832 2.116 5.700 -0.41 -0.68 0.54 0.00
H -4.300 1.843 3.556 -0.03 0.11 -0.15 0.00
H -5.745 2.681 4.161 -0.18 -0.35 -0.37 0.00
H -5.317 1.046 4.733 0.08 0.09 0.50 0.00
H -3.777 3.776 5.076 -1.02 0.30 -0.26 0.00
H -4.895 2.290 7.483 -0.07 -0.45 -0.29 0.00
H -5.916 3.362 6.519 -0.05 0.43 0.11 0.00
H -5.772 4.867 8.407 -0.04 0.29 0.21 0.00
H -4.185 5.611 8.882 -0.06 0.30 -0.81 0.00
H -4.538 4.073 9.432 -0.33 -0.48 -0.23 0.00
H -2.285 2.243 4.859 0.18 0.05 0.21 0.00
H -2.336 2.538 6.478 0.02 0.15 -0.13 0.00
C -4.329 -2.474 2.822 0.24 -1.07 0.09 0.00
C -2.923 -1.883 2.634 -1.23 -0.21 0.50 0.00
C -2.388 -1.435 3.996 -0.88 -1.64 -0.76 0.00
O -1.151 -0.818 3.764 -0.02 0.66 0.58 0.06
C -0.478 -0.357 4.938 0.11 0.33 0.27 0.01
N -1.988 -2.879 2.036 -0.82 -1.00 1.18 0.07
H -5.097 -1.749 3.080 0.04 0.19 -0.43 0.00
H -4.400 -3.241 3.604 0.49 0.24 0.31 0.00
H -4.570 -3.084 1.947 -0.40 0.60 -0.29 0.00
H -3.017 -1.051 1.938 0.25 0.12 0.06 0.00
H -2.265 -2.351 4.597 0.26 0.04 0.02 0.00
H -3.171 -0.892 4.532 0.55 0.88 -0.14 0.00
H 0.215 0.406 4.588 0.06 -0.04 0.14 0.00
H 0.050 -1.161 5.460 0.00 -0.13 -0.23 0.00
H -1.194 0.084 5.634 -0.09 0.09 -0.18 0.00
H -1.997 -3.655 2.712 0.54 0.31 0.33 0.01
H -2.477 -3.400 1.305 0.39 0.93 -0.82 0.00
```
Forces are in eV/Å.

Results
max |F| = 3.5 eV Å⁻¹
energy relative to the best compared isomer or geometry (same formula, charge and spin) = 45.4 kcal/mol
LUMO energy (spin up / spin down) = -2.57 / -4.91 eV
net charge = +1
electronic energy = -121341.95165 eV
HOMO (spin up / spin down) = -0.3682 / -0.3682 hartree
multiplicity = 3

***

(3)
Density functional theory data (ωB97M-V/def2-TZVPD) for a structure of composition C26H40BaBrNOP2.

The geometry in XYZ format:
```
72
Properties=species:S:1:pos:R:3:forces:R:3:lowdin_charge:R:1
N -7.110 5.500 -4.550 -0.24 -0.08 -0.15 0.07
C -6.878 6.075 -3.375 0.41 -0.19 0.20 -0.12
C -5.996 5.537 -2.438 0.04 -0.80 -0.44 0.00
C -5.340 4.321 -2.734 -0.43 0.72 -0.93 -0.22
C -5.582 3.732 -3.994 -0.62 0.34 -0.06 0.00
C -6.501 4.353 -4.859 0.50 0.07 0.62 -0.11
C -4.419 3.748 -1.774 1.02 -0.74 -0.13 0.00
Ba 1.695 1.221 0.697 0.68 0.27 0.99 1.65
P 5.838 -0.781 0.938 1.34 -0.74 -0.02 0.97
C -3.478 2.808 -2.074 -0.74 1.01 -0.09 -0.04
C -2.636 2.145 -1.098 -0.21 0.34 0.12 -0.19
C -1.504 1.472 -1.575 0.58 -0.22 0.19 -0.01
C -0.732 0.687 -0.723 -0.53 -0.22 -0.63 -0.34
C -1.152 0.480 0.604 1.35 -2.04 -0.70 -0.35
C -2.149 1.279 1.127 -1.31 0.43 0.68 -0.12
C -2.895 2.137 0.292 0.78 -0.67 -0.22 0.04
Br 1.765 -0.796 2.841 0.02 -0.27 -0.28 0.10
H -4.467 4.173 -0.770 -0.11 -0.28 -0.06 0.12
H -3.278 2.563 -3.128 -0.27 -0.02 0.56 0.12
H -5.827 6.037 -1.497 0.00 0.05 0.14 0.11
H -5.130 2.788 -4.303 -0.11 0.27 0.20 0.11
H -7.402 7.006 -3.151 0.10 -0.24 -0.19 0.12
H -6.755 3.921 -5.832 0.17 0.11 0.36 0.12
H -1.232 1.526 -2.636 -0.09 0.14 0.45 0.14
H -3.710 2.740 0.701 0.34 -0.31 -0.02 0.13
H 0.161 0.231 -1.190 -0.71 -0.25 0.30 0.04
H -2.405 1.267 2.199 -0.04 -0.19 -0.82 0.10
P -0.695 -1.756 1.024 -1.06 -0.51 -1.51 1.06
C 5.247 0.952 1.134 -0.08 0.01 0.15 -0.49
C 6.401 1.923 0.828 -0.12 0.46 -0.02 -0.16
H 4.903 1.069 2.173 0.00 0.04 -0.17 0.07
H 4.402 1.148 0.438 0.07 0.11 0.04 -0.04
H 6.171 2.927 1.203 0.06 -0.12 -0.10 0.07
H 7.340 1.599 1.298 -0.41 -0.02 -0.11 0.08
H 6.582 2.012 -0.252 -0.02 -0.15 0.24 0.08
C 5.114 -1.328 -0.664 -0.18 0.28 0.00 -0.45
C 5.896 -2.469 -1.329 -0.09 -0.05 -0.18 -0.16
H 5.119 -0.440 -1.314 -0.01 -0.17 0.00 0.07
H 4.068 -1.627 -0.487 -0.09 0.02 -0.21 0.05
H 5.576 -2.582 -2.372 0.06 -0.04 0.19 0.07
H 6.975 -2.274 -1.334 -0.29 0.02 0.08 0.07
H 5.724 -3.431 -0.831 0.08 0.23 0.00 0.07
C 4.940 -1.808 2.166 -0.78 0.37 0.16 -0.49
C 5.759 -2.069 3.431 0.06 -0.18 0.01 -0.16
H 4.672 -2.756 1.675 0.13 0.19 0.07 0.08
H 3.983 -1.305 2.424 0.89 -0.56 -0.18 -0.10
H 5.204 -2.714 4.123 0.09 0.13 -0.10 0.07
H 6.696 -2.578 3.179 -0.13 0.15 0.11 0.07
H 6.002 -1.143 3.964 -0.01 -0.13 -0.13 0.07
C -0.520 -3.117 2.303 0.35 0.91 1.50 -0.37
C -1.544 -4.237 2.200 -0.45 0.01 -0.30 -0.11
H -0.557 -2.614 3.280 0.02 -0.44 -0.06 0.07
H 0.495 -3.528 2.199 -0.19 0.59 -0.04 0.08
H -2.519 -3.914 2.572 0.17 -0.19 -0.09 0.07
H -1.663 -4.606 1.174 0.09 -0.05 0.31 0.08
H -1.225 -5.091 2.805 0.13 0.26 0.02 0.10
C 0.472 -2.497 -0.238 0.17 1.14 0.08 -0.34
C -0.035 -2.444 -1.663 -0.06 -0.18 -0.65 -0.13
H 0.640 -3.536 0.073 -0.18 0.30 0.14 0.10
H 1.450 -2.003 -0.132 -0.11 -0.17 -0.02 0.05
H -0.868 -3.140 -1.827 0.22 0.22 0.06 0.09
H -0.370 -1.445 -1.958 0.00 -0.36 -0.07 0.05
H 0.770 -2.738 -2.343 -0.14 0.00 0.05 0.10
C -2.352 -2.146 0.327 0.06 0.34 -0.27 -0.36
C -3.473 -1.784 1.305 -0.57 0.14 0.22 -0.12
H -2.395 -3.204 0.045 0.13 0.33 0.05 0.09
H -2.446 -1.572 -0.599 0.00 -0.08 0.12 0.09
H -4.277 -1.245 0.790 0.19 -0.12 0.11 0.09
H -3.931 -2.665 1.771 0.21 0.28 -0.19 0.08
H -3.128 -1.130 2.115 -0.09 -0.11 -0.04 0.06
O -0.996 0.463 4.317 1.06 0.21 -2.15 0.08
C -0.489 0.678 3.311 -1.09 0.40 2.84 -0.23
```
Forces are in eV/Å.

Results
max |F| = 3.1 eV Å⁻¹
energy relative to the best compared isomer or geometry (same formula, charge and spin) = 0.0 kcal/mol
LUMO energy = -7.64 eV
net charge = +2
electronic energy = -120445.83031 eV
HOMO = -0.4642 hartree

***

(4)
Density functional theory data (ωB97M-V/def2-TZVPD) for a cluster of 2 separate species, C2H7N2O in total.

The geometry in XYZ format:
```
12
Properties=species:S:1:pos:R:3:forces:R:3:lowdin_spin:R:1
C 2.173 0.611 1.227 1.28 1.13 3.06 0.57
N 2.023 0.185 -0.018 -1.54 -0.84 -2.98 0.31
H 3.155 0.596 1.696 -0.17 0.03 -0.14 0.05
H 1.335 0.872 1.900 0.36 -0.36 -0.96 0.05
H 0.997 0.169 -0.307 2.68 -0.07 -0.13 0.00
H 2.711 0.205 -0.777 -0.19 0.25 1.12 0.01
C -1.438 -0.265 -0.891 2.02 -0.72 3.10 0.00
N -2.720 -0.438 -0.385 1.09 0.17 0.42 0.00
O -0.395 0.024 -0.188 -6.72 -0.97 -2.51 0.00
H -1.342 -0.626 -1.933 -0.07 0.80 0.16 0.00
H -2.978 -0.613 0.579 1.14 0.67 0.27 0.00
H -3.520 -0.718 -0.903 0.10 -0.11 -1.39 0.00
```
Forces are in eV/Å.

Results
max |F| = 7.2 eV Å⁻¹
energy relative to the best compared isomer or geometry (same formula, charge and spin) = 32.5 kcal/mol
LUMO energy (spin up / spin down) = 0.53 / 0.53 eV
net charge = 0
electronic energy = -7212.46737 eV
HOMO (spin up / spin down) = -0.1685 / -0.3503 hartree
multiplicity = 2

***

(5)
Density functional theory data (ωB97M-V/def2-TZVPD) for the molecule C5H5NO.

The geometry in XYZ format:
```
12
Properties=species:S:1:pos:R:3:forces:R:3:lowdin_charge:R:1
N 0.408 -1.613 -2.157 -0.08 0.97 0.52 0.17
C 0.293 -0.615 -1.582 0.09 -0.77 -0.59 -0.19
C 0.155 0.600 -0.804 -0.10 0.09 -0.35 -0.24
C 1.048 0.727 0.404 -0.17 -0.18 0.10 -0.06
C -0.443 0.421 0.568 -0.53 0.07 -0.28 -0.18
C -1.061 -0.983 0.852 0.56 1.49 -0.23 -0.21
O -2.138 -1.395 0.493 1.49 0.61 0.59 0.09
H -0.107 1.482 -1.372 0.10 -0.04 -0.06 0.14
H 1.830 -0.021 0.538 -0.43 -0.06 0.00 0.12
H 1.407 1.742 0.609 -0.44 -0.43 0.16 0.11
H -1.024 1.243 0.974 -0.13 -0.02 -0.31 0.14
H -0.268 -1.438 1.440 -0.38 -1.73 0.44 0.12
```
Forces are in eV/Å.

Results
max |F| = 1.8 eV Å⁻¹
energy relative to the best compared isomer or geometry (same formula, charge and spin) = 44.7 kcal/mol
LUMO energy = 0.45 eV
net charge = 0
SMILES = N#C[C@@H]1C[C@@H]1C=O
electronic energy = -8801.47863 eV
HOMO = -0.3794 hartree